{"formula": "CH13NO4", "method": "the ωB97M-V functional and the def2-TZVPD basis", "gap_ev": [2.59, 10.09], "s_squared": 0.750, "charge": -1, "spin_multiplicity": 2, "lumo_ha": [0.1276, 0.1319], "symbols": ["H", "H", "H", "H", "H", "O", "O", "H", "H", "H", "N", "C", "H", "H", "H", "O", "H", "O", "H"], "positions_angstrom": [[2.057, -0.537, -2.604], [0.559, 1.002, 0.488], [-0.717, -0.913, -2.045], [0.985, -0.860, 4.097], [0.207, 0.705, -3.455], [-1.788, -1.124, 2.071], [0.527, -0.016, 4.180], [-1.381, 1.342, -2.982], [-0.271, -0.057, 1.150], [0.437, 0.278, 3.253], [-0.487, -0.027, -1.598], [-0.397, 1.040, -2.609], [-1.840, -0.705, 2.945], [2.390, -0.127, -1.218], [-1.320, 0.175, -1.047], [2.711, -0.722, -1.916], [0.126, 1.893, -2.176], [0.312, 0.692, 1.370], [-2.109, -2.037, 2.096]], "forces_ev_per_angstrom": [[0.078, -0.259, 0.016], [0.096, 0.061, 0.087], [0.122, 0.012, -0.019], [-0.093, -0.006, -0.004], [-0.035, -0.014, -0.073], [0.262, 0.435, -0.474], [0.007, 0.042, -0.174], [0.096, 0.186, -0.113], [-0.109, -0.023, 0.307], [0.128, 0.058, 0.151], [-0.223, 0.172, -0.124], [0.073, -0.340, 0.049], [-0.109, -0.504, -0.010], [0.098, -0.366, 0.054], [0.100, -0.100, 0.288], [-0.171, 0.528, -0.030], [-0.147, 0.177, -0.029], [-0.093, -0.141, -0.251], [-0.080, 0.081, 0.348]]}



{"formula": "C52H143N13O13", "method": "the ωB97M-V functional and the def2-TZVPD basis", "gap_ev": [1.24, 8.48], "s_squared": 0.750, "charge": -1, "spin_multiplicity": 2, "lumo_ha": [0.0699, 0.0685], "symbols": ["H", "H", "H", "H", "C", "H", "H", "H", "H", "H", "H", "H", "H", "N", "C", "H", "H", "H", "H", "H", "H", "H", "C", "H", "C", "H", "H", "H", "H", "C", "H", "H", "C", "H", "C", "H", "H", "H", "C", "H", "H", "C", "H", "H", "H", "O", "C", "N", "H", "C", "H", "H", "H", "H", "H", "H", "O", "H", "H", "H", "H", "C", "H", "C", "H", "C", "H", "H", "C", "H", "H", "H", "H", "H", "H", "N", "H", "O", "C", "C", "H", "N", "C", "C", "H", "H", "C", "H", "H", "H", "N", "H", "C", "H", "H", "O", "H", "H", "C", "H", "H", "H", "H", "H", "H", "H", "H", "C", "H", "C", "H", "N", "H", "H", "H", "H", "H", "H", "C", "H", "H", "H", "H", "N", "H", "H", "C", "C", "C", "H", "O", "H", "C", "C", "H", "H", "C", "C", "H", "H", "H", "H", "H", "H", "H", "H", "C", "C", "H", "C", "C", "H", "C", "H", "H", "O", "O", "H", "O", "H", "H", "H", "O", "H", "C", "H", "H", "H", "H", "H", "N", "H", "N", "H", "C", "C", "H", "H", "H", "O", "H", "H", "N", "C", "H", "H", "O", "C", "H", "H", "H", "H", "H", "C", "H", "H", "H", "H", "C", "N", "H", "H", "C", "C", "N", "C", "C", "H", "C", "C", "C", "H", "H", "H", "C", "N", "H", "H", "O", "H", "O"], "positions_angstrom": [[-0.441, 1.229, -1.619], [3.065, -3.524, -4.726], [3.129, -2.892, -2.530], [-3.437, -3.729, 7.037], [0.586, 1.305, -1.262], [-4.364, -2.978, -0.016], [0.585, 1.892, -0.344], [5.175, -1.561, -4.617], [-4.108, -3.750, 3.450], [2.616, -5.160, 4.991], [6.794, 0.340, -2.042], [2.366, -1.688, -8.034], [-0.499, 2.384, 11.320], [0.379, -5.680, 0.632], [-1.328, 2.205, 5.738], [1.537, -5.115, -6.670], [-3.882, 7.028, -1.466], [-2.644, -0.105, -1.814], [-1.176, -4.729, 3.449], [-3.886, -6.007, 2.306], [0.487, -3.817, 1.515], [0.084, -3.758, 6.168], [0.235, -0.859, 0.084], [-5.765, -1.266, 6.003], [2.940, 3.703, -3.856], [-2.846, 3.343, -5.493], [-6.872, -7.674, 3.654], [5.636, 0.901, -7.334], [5.443, -2.112, -8.325], [-3.813, -2.069, 6.369], [-1.630, 0.029, -5.518], [0.386, 3.388, 3.306], [-0.913, -5.260, 2.534], [1.404, 2.140, -6.088], [-4.994, -4.254, 1.661], [-4.984, -6.422, 1.096], [0.423, -0.784, -7.169], [2.470, -6.488, -1.435], [5.135, -1.248, 0.996], [4.773, -0.221, 1.058], [2.852, 7.564, 3.521], [-4.091, 1.981, 2.107], [2.463, 4.830, 3.585], [-5.735, -0.212, 3.082], [4.248, 2.851, -5.335], [0.268, -0.210, 1.376], [0.958, -1.094, -6.271], [-0.373, 0.741, 9.501], [2.883, 0.708, -4.857], [4.126, -0.369, -7.948], [-0.919, 9.229, -3.035], [-4.515, -1.274, 2.758], [0.034, 2.947, 7.698], [-6.271, 0.639, 1.054], [-5.075, -0.743, 7.497], [2.397, 3.384, -6.675], [5.845, -1.263, -0.157], [4.528, -1.705, -9.653], [3.546, -2.140, -6.902], [2.670, -6.359, -7.147], [2.815, 6.790, -3.655], [-2.266, 7.902, -2.186], [2.018, 3.510, -3.309], [1.659, 4.167, 1.640], [6.765, -0.058, -3.797], [5.736, -1.484, -2.658], [-5.719, -3.575, 3.379], [1.744, 6.785, 4.592], [-0.770, 2.951, 10.430], [-3.992, 4.555, 0.177], [4.092, -2.014, -1.110], [-0.801, -0.872, -0.253], [0.658, -1.864, 0.113], [-2.479, 7.527, -3.187], [-1.384, -1.595, 1.993], [5.027, 0.202, -6.934], [-1.341, 2.702, -4.714], [-2.038, 5.552, -1.787], [2.180, 5.945, -3.920], [-1.146, 1.957, 9.331], [-4.275, -2.992, 8.138], [4.726, -1.389, -3.729], [0.350, 3.537, 2.226], [2.454, 2.422, -6.166], [0.067, 3.562, 10.091], [0.059, 2.638, 1.684], [0.387, -4.848, 1.855], [-4.823, 4.400, 1.650], [7.812, -1.011, -2.629], [2.936, 1.815, -6.931], [-4.268, -3.164, 7.143], [4.085, -5.014, -2.743], [2.248, -6.140, -2.444], [-1.560, 3.617, 10.777], [-1.271, 9.614, -1.291], [1.440, 6.255, 2.549], [-2.076, -0.904, 5.983], [-1.434, 1.455, 4.955], [-0.916, 2.476, 7.950], [-3.130, -3.575, 1.084], [2.882, 2.701, 2.112], [1.178, -6.051, -2.632], [-0.205, -6.491, 0.770], [-0.506, 4.157, 1.961], [2.455, -4.840, 1.920], [0.290, -0.744, -5.484], [0.097, -1.398, 3.041], [1.859, 7.115, 3.560], [-0.896, -6.335, 2.716], [-3.384, -0.511, -2.504], [-0.691, 0.178, 8.725], [2.593, 3.163, 1.261], [1.787, -5.937, 3.167], [-0.051, -2.219, 5.196], [-3.109, 4.460, 1.803], [-1.427, 3.505, -1.479], [-1.250, 6.856, -0.442], [3.679, -3.922, 4.231], [1.679, -4.971, 2.674], [2.704, -6.820, -3.162], [-5.688, -8.121, 2.513], [-2.184, 1.768, 9.606], [0.274, -2.085, 6.988], [-4.858, -3.364, 2.895], [-0.957, -1.442, -2.748], [-5.336, -0.714, 0.201], [4.959, -1.369, -1.248], [3.270, 2.622, -4.913], [2.316, 5.174, 2.561], [2.111, 0.007, -0.586], [-3.857, 2.675, 0.908], [3.585, 0.427, -8.460], [2.581, -5.419, -6.601], [5.089, -1.225, -8.852], [-0.930, 4.372, -2.983], [-1.182, -0.263, 2.920], [-4.077, -3.826, 0.606], [3.024, -4.809, -2.884], [-3.726, -1.476, -2.131], [4.646, -0.385, -3.808], [1.527, -1.796, -2.007], [-0.071, 4.654, -1.551], [1.686, 6.383, -4.788], [-2.362, 9.994, -2.578], [-0.627, 2.992, 5.458], [3.205, -4.751, -7.195], [-4.911, -5.807, 1.992], [-2.642, -0.890, -3.786], [1.414, 4.568, 0.656], [-5.311, 0.240, 0.726], [1.103, -0.132, -0.975], [4.547, -0.362, -1.173], [-3.903, 4.085, 1.157], [-3.377, 8.187, -0.506], [6.188, -2.475, -2.699], [1.750, -3.931, 3.674], [2.276, -0.562, -6.331], [-3.265, 2.086, 2.810], [2.774, 4.911, -4.613], [-3.858, -4.620, -0.107], [-3.301, -1.253, -4.575], [-1.018, 0.617, -4.050], [-1.515, -2.875, 6.393], [1.393, 5.752, -3.190], [-4.266, 0.484, 1.751], [-0.388, 6.796, -2.009], [3.026, -3.682, -1.152], [4.530, 0.691, -6.203], [-4.106, 0.229, -2.850], [5.934, -0.731, -9.333], [-1.550, -1.755, -3.503], [0.619, 0.859, 9.352], [2.689, -3.695, -2.104], [-1.638, 3.292, 7.919], [-1.363, 6.767, -1.523], [6.892, -0.449, -2.787], [3.301, 5.467, 2.198], [3.827, 3.914, -3.258], [1.150, 7.888, 3.263], [-5.934, -6.154, 2.956], [-1.715, -4.949, 1.864], [1.699, -0.445, -2.889], [-3.550, 7.981, -1.479], [-0.130, -2.690, 6.176], [3.413, 3.604, 0.870], [-2.274, 2.747, 5.729], [-2.803, 1.434, -4.587], [2.693, -4.128, 4.647], [2.513, -3.476, 5.503], [5.778, -1.447, 1.853], [4.358, -2.012, 1.042], [1.272, 1.846, -1.914], [-3.375, 0.008, 1.340], [-2.323, -1.688, 6.698], [2.700, 1.345, -3.430], [-6.030, -4.112, 1.353], [-5.057, 0.848, -0.143], [-0.867, -2.033, -4.193], [-2.187, 2.484, -5.366], [3.317, 1.369, -4.229], [1.555, -4.347, -4.370], [-0.051, -5.084, -0.061], [2.639, -4.464, -4.376], [-1.080, 4.446, -1.906], [1.120, -0.890, -2.191], [-5.854, -7.436, 3.345], [-4.824, -0.956, 6.458], [-1.905, 2.064, -6.331], [-1.660, 9.233, -2.236], [3.041, -1.257, -7.296], [-1.955, 0.312, -4.517], [-4.429, -0.063, 5.973], [-4.855, 2.606, 2.571], [-3.867, -2.276, 5.300], [-0.576, -0.939, 2.317], [-4.754, -0.298, 2.859], [-5.156, -7.486, 4.180], [-2.182, -1.167, 7.645], [-1.202, 1.543, 7.001], [0.894, -2.182, -6.295], [3.025, -5.499, -5.292]], "forces_ev_per_angstrom": [[0.027, 0.250, -0.434], [0.256, 0.270, 0.317], [0.128, 0.393, -0.227], [-0.139, -1.372, 0.297], [0.106, -0.806, 0.932], [-0.329, 0.146, 0.423], [-0.011, -0.127, 0.121], [0.255, -0.588, -0.292], [0.230, -0.040, 0.357], [0.391, -0.247, 0.310], [0.111, 0.060, -0.130], [-0.024, 0.343, -0.530], [0.263, -0.043, -0.088], [1.179, 0.635, -0.037], [-1.469, -0.454, -0.293], [-0.206, 0.196, 0.004], [-0.482, -0.223, 0.051], [-0.237, 0.275, 0.170], [0.417, -0.087, 0.415], [0.150, -0.152, 0.877], [-0.845, 0.248, 0.135], [1.518, 0.359, -0.115], [0.669, 1.044, -0.135], [0.135, 0.001, -0.242], [0.549, 1.094, -2.444], [-0.066, -0.226, 0.227], [0.068, -0.368, 0.623], [0.139, -0.073, -0.295], [0.283, 0.362, 0.564], [0.395, 1.916, 0.026], [-0.309, -0.406, -0.448], [0.039, -0.140, -0.114], [-0.180, 1.628, 0.648], [0.044, -0.419, 0.529], [-1.860, -0.757, 1.918], [-0.599, 0.048, -0.313], [-0.045, 0.105, -0.431], [-0.097, 0.347, 0.002], [-0.214, 0.736, 1.775], [-0.916, -0.003, 0.761], [0.479, -0.428, -0.676], [0.741, -0.337, -0.470], [-0.120, -0.522, 0.151], [0.049, 0.172, -0.385], [0.454, 0.266, 0.412], [-1.243, -1.378, -0.681], [-0.796, 0.081, -0.962], [-0.710, -1.125, 0.388], [0.171, -0.642, 0.037], [1.095, -0.408, 0.282], [0.630, 0.163, 0.371], [-0.292, -0.124, 0.094], [0.601, -0.088, 0.773], [-0.242, -0.510, 0.046], [0.146, 0.258, 0.203], [-0.033, 0.389, -0.044], [1.752, -2.534, -1.839], [-0.264, 0.277, -0.391], [0.095, -0.074, 0.733], [0.036, -0.425, 0.596], [0.651, -0.489, 0.861], [-0.323, -1.898, 1.697], [0.104, -0.260, 0.269], [-0.779, -0.719, 0.050], [0.678, 0.237, 0.031], [-0.629, -0.589, 1.816], [0.008, 0.207, 0.689], [-0.423, -0.478, -0.014], [0.539, 0.292, 0.031], [0.766, 0.170, 0.052], [0.607, -0.560, 0.110], [-0.158, -0.275, -0.222], [-0.247, -0.431, 0.384], [0.013, 0.060, -0.106], [0.591, -0.485, -1.039], [-0.286, -0.176, 0.521], [0.585, 0.826, -0.727], [1.252, -1.335, 0.474], [-1.094, 2.098, -2.071], [1.353, 0.153, 1.508], [-0.179, 0.646, 0.194], [0.404, 0.451, 0.655], [0.151, 0.662, -0.993], [-0.981, 2.294, -1.256], [0.196, 0.097, 0.304], [0.633, -0.495, 0.287], [-0.035, -0.665, 0.266], [-0.440, -0.403, 0.337], [0.241, 0.520, -0.210], [0.058, -0.352, 0.570], [0.528, -1.933, -0.174], [0.337, -0.360, -0.697], [1.497, 1.240, -1.348], [-0.207, 0.068, -0.487], [0.291, -0.274, 0.029], [1.257, -0.349, 0.845], [0.302, 0.109, -0.345], [0.434, -0.055, 0.060], [-1.331, 2.217, 0.806], [0.229, 0.159, -0.181], [0.418, -0.521, 0.051], [0.027, 0.034, 0.157], [-0.010, -0.002, -0.117], [0.019, 0.622, 0.485], [0.519, -0.117, 0.179], [1.024, 0.317, 0.549], [-0.111, -0.599, -0.194], [-1.727, 2.369, -0.455], [-0.169, 0.006, -0.008], [0.983, -0.461, -1.546], [0.279, -0.614, -0.053], [0.589, -1.662, 0.123], [0.024, -0.262, 0.002], [0.795, 0.037, 0.009], [0.475, -0.102, -0.343], [-0.345, 0.304, 0.028], [0.130, 0.477, 0.138], [0.418, -0.133, 0.269], [-0.175, 0.353, 0.225], [-0.445, -0.630, 0.118], [0.669, -0.227, -0.020], [-0.246, -0.584, -0.985], [0.598, -0.212, -0.100], [-0.360, -1.460, -1.686], [-0.103, 0.349, 0.236], [-0.193, -0.564, 1.050], [1.116, 2.294, -1.549], [-0.077, 0.070, 0.291], [-0.939, -0.518, -1.185], [0.199, -0.159, 0.480], [0.493, 1.263, 0.028], [0.100, -0.009, -0.638], [-0.116, 0.497, -0.629], [-1.695, -0.552, -0.287], [-0.068, -0.628, -0.217], [0.289, 0.801, -0.082], [1.724, -0.012, -1.124], [-0.635, -2.490, -0.560], [-0.646, 0.360, 0.317], [-1.023, 0.589, -0.066], [-0.006, -0.379, -0.222], [-0.199, 0.339, 0.721], [-0.920, 0.744, 0.260], [-0.408, -0.172, 0.082], [0.853, -0.449, 0.478], [-0.020, 0.592, -0.044], [-0.123, 1.648, 0.196], [1.737, 2.058, -1.472], [-0.366, 1.021, 0.307], [-0.157, 2.009, -3.095], [-0.320, 2.036, 1.040], [-0.878, 0.447, -1.063], [-0.571, -0.373, -0.847], [0.122, 0.259, 0.269], [-0.121, -0.199, 0.051], [-1.965, -0.058, -1.778], [-0.316, -0.542, 0.442], [0.558, -0.146, 0.036], [0.379, -1.574, 0.626], [-0.003, -0.214, -0.042], [-0.341, -0.667, 0.398], [0.228, -0.072, 0.723], [-2.450, 1.386, 1.394], [0.378, -0.574, 0.262], [-2.018, -0.531, 0.457], [0.241, -0.096, 0.012], [0.002, -0.700, 0.085], [-0.198, -0.101, 0.189], [-0.365, -0.165, 0.848], [-0.149, 0.407, 0.413], [0.454, -2.312, 1.088], [0.152, 0.440, -0.027], [-1.082, 2.201, 0.580], [-0.330, 0.626, -0.598], [-1.024, 1.118, -1.164], [-1.127, -0.893, 0.318], [0.237, 0.066, -0.256], [-0.188, -0.800, 0.730], [0.129, 1.046, 1.385], [1.213, 3.298, -2.450], [-0.114, -0.571, -0.184], [0.103, 0.041, -0.081], [-0.165, -0.447, -0.356], [-1.734, -0.327, -0.056], [0.308, -0.010, -0.080], [-0.414, 0.084, 0.146], [-0.857, 0.508, -0.917], [0.726, -0.440, 0.345], [-0.089, 0.150, -0.174], [0.238, 0.150, -0.053], [-0.437, 0.096, -0.103], [-0.246, -0.104, -0.396], [0.602, 0.522, 0.511], [-0.548, -0.155, -2.306], [0.087, 0.312, 0.365], [-0.126, 0.077, -0.140], [-0.152, 0.570, -0.316], [-0.596, 0.202, -0.640], [-0.151, -1.289, 1.354], [0.285, -1.592, 0.639], [-0.324, -0.031, -0.104], [-0.016, -0.386, -0.478], [0.268, -0.653, 0.164], [-0.484, 0.818, -1.027], [-0.408, -0.639, -0.317], [-1.031, -1.624, 0.891], [0.205, 0.753, 0.567], [0.271, 0.237, -0.167], [0.791, 1.477, -0.902], [0.870, -0.238, -0.494], [-0.810, 0.764, 0.555], [-0.302, 0.126, -0.034], [-1.137, -1.203, 0.529], [0.521, -0.754, -0.066], [0.675, 1.189, 0.941], [1.634, -0.234, 2.269], [0.212, -0.858, -0.010], [0.162, -0.806, 0.667], [0.040, -0.600, -1.977], [0.503, -0.234, 0.327], [0.328, -0.691, 1.361]]}



{"formula": "C4H12", "method": "the ωB97M-V functional and the def2-TZVPD basis", "gap_ev": 12.52, "lumo_ha": 0.0416, "smiles": "CC.CC", "symbols": ["H", "H", "H", "H", "C", "H", "C", "H", "H", "C", "H", "H", "H", "H", "C", "H"], "positions_angstrom": [[-3.779, -0.453, 1.027], [1.289, 0.223, -1.619], [3.734, 1.050, -0.959], [2.319, -0.845, -0.651], [-3.055, -0.612, 0.215], [-1.555, -0.127, 1.704], [1.794, 0.114, -0.666], [-1.350, -1.669, 1.060], [-3.414, -1.543, -0.206], [-1.601, -0.655, 0.745], [-3.183, 0.310, -0.333], [1.164, 0.039, 0.218], [3.192, 1.082, 0.677], [2.473, 2.160, -0.554], [2.838, 1.192, -0.343], [-0.993, -0.141, 0.013]], "forces_ev_per_angstrom": [[0.305, -0.153, 0.239], [-0.259, 0.161, 0.125], [-0.119, 0.096, -0.083], [-0.096, -0.099, -0.340], [-0.277, 0.426, 1.787], [0.098, 0.393, -0.304], [1.192, -0.400, 1.175], [0.557, -0.021, -0.739], [0.247, 0.147, -0.895], [-1.529, -0.004, 0.779], [-0.177, -0.249, -0.972], [-0.709, 0.128, -0.476], [-0.201, 0.251, 0.220], [-0.387, 1.204, 0.138], [0.693, -1.322, -0.768], [0.660, -0.559, 0.115]]}



{"formula": "C3H6FN", "method": "the ωB97M-V functional and the def2-TZVPD basis", "gap_ev": [7.95, 7.95], "lumo_ha": [0.0013, 0.0012], "symbols": ["N", "H", "H", "C", "H", "C", "H", "F", "H", "C", "H"], "positions_angstrom": [[-0.557, -3.598, 0.509], [0.848, -0.258, -1.819], [-0.884, -0.542, 1.943], [-0.191, -0.027, 1.276], [0.806, -0.261, 1.668], [-0.158, -0.645, -0.034], [0.258, 1.247, -1.021], [-0.447, -4.097, -0.712], [-0.850, 0.084, -1.809], [0.059, 0.183, -1.209], [-0.332, 1.059, 1.297]], "forces_ev_per_angstrom": [[0.033, -0.142, -0.368], [-0.020, -0.050, -0.128], [0.054, 0.004, 0.080], [-0.319, 0.410, -0.148], [0.182, -0.037, 0.048], [-0.105, -1.214, -0.150], [0.017, 0.152, -0.116], [-0.030, 0.192, 0.388], [-0.084, -0.059, -0.081], [0.242, 0.579, 0.351], [0.030, 0.164, 0.123]]}



Relative energy (zero: lowest compared OMol25 entry of this formula, charge and spin) (kJ/mol)
11.2, 250.3, 52.2, 735.8